196
Properties=species:S:1:pos:R:3 method="wB97M-V/def2-TZVPD" multiplicity=1 smiles=CC1(C)CCCC(C)(C)N1O.CC1(C)CCCC(C)(C)N1O.COC[C@H](C)N.COC[C@H](C)N.COC[C@H](C)N.COC[C@H](C)N.COC[C@H](C)N.COC[C@H](C)N.COC[C@H](C)N.COC[C@H](C)N largest_force_ev_per_a=3.05 relative_energy_kcal_mol=81.9 total_charge=0 gap_ev=8.84
O 5.23 0.28 -1.18
O 5.02 -4.18 2.27
O 0.43 -5.00 -3.16
O 0.57 3.19 -3.85
O -4.38 -3.75 -2.41
O 3.38 -0.62 3.16
O -1.04 -0.71 0.01
O -7.40 2.05 -2.44
O 4.23 3.59 1.71
O -3.11 3.88 5.28
N 8.15 -5.74 0.83
N 1.36 6.04 -3.47
N -7.09 1.49 -1.20
N -2.42 2.77 4.81
N 4.48 -1.69 -2.98
N -4.56 -2.33 -4.96
N 2.55 -0.66 0.59
N -1.79 -3.67 -4.26
N 7.43 5.37 1.55
N 3.33 -2.86 4.64
C -4.51 1.28 4.94
C 6.04 -6.94 0.94
C 2.25 -0.90 3.97
C 1.48 3.83 -4.66
C -0.06 2.10 -4.49
C -2.08 0.25 3.30
C -5.21 -4.23 -3.50
C 4.72 -3.11 1.31
C -7.81 1.19 1.06
C -9.49 1.66 -0.68
C -3.00 1.48 5.32
C 5.87 -1.47 -2.70
C 5.18 4.52 1.24
C -5.70 -3.07 -4.49
C -5.50 0.64 0.40
C 6.41 4.41 3.46
C 2.96 3.69 1.13
C -4.90 2.71 -0.92
C 1.63 -5.37 -3.85
C 2.98 4.42 -2.66
C 1.36 0.67 -1.04
C -2.21 0.30 4.82
C 2.26 4.97 -3.88
C 6.69 -2.08 -3.82
C -1.05 4.15 3.11
C -6.38 1.11 1.54
C -0.76 -1.36 -4.04
C -5.62 1.33 -0.96
C 6.04 -0.03 -2.31
C -0.51 -2.94 -4.08
C 6.72 -5.58 0.99
C 0.26 -1.31 0.08
C -4.93 0.39 -2.03
C -4.02 -4.76 -1.41
C 5.10 1.63 -0.82
C -3.28 3.29 2.37
C 6.52 4.34 1.95
C -1.35 1.61 2.88
C 2.13 -2.40 3.97
C -8.04 1.97 -0.24
C 0.81 -2.89 4.70
C -2.93 1.41 6.85
C -2.10 2.93 3.35
C -6.36 -3.64 -5.77
C -2.13 -1.64 0.05
C 3.88 0.69 3.25
C 6.32 -4.74 2.19
C -8.01 3.51 0.13
C 0.34 -3.57 -2.92
C 1.26 -0.18 0.18
H 1.83 -6.44 -3.82
H 2.43 4.54 1.55
H 0.13 -3.11 -4.94
H -2.27 -3.32 -3.44
H 2.09 -2.63 2.90
H 4.35 2.16 -1.40
H -3.87 2.71 -1.30
H -5.88 -4.37 -6.42
H -5.64 -0.43 0.27
H -1.58 5.07 3.35
H -2.22 -1.89 1.10
H 0.86 0.45 0.98
H -0.14 -3.56 -1.94
H -6.31 0.30 2.27
H 1.06 4.26 -5.57
H -1.21 1.61 1.80
H 0.30 -1.99 0.93
H 5.65 3.73 3.85
H 6.44 -7.49 1.79
H -9.52 2.18 -1.64
H -3.08 0.20 2.86
H -6.78 -2.85 -6.40
H -2.96 3.71 1.41
H -4.28 -1.69 -4.23
H -4.91 3.22 0.04
H -2.67 4.14 6.09
H -9.60 0.58 -0.85
H 6.68 -3.17 -3.85
H 7.00 6.26 1.38
H 0.75 -3.98 4.78
H 1.90 0.29 -1.91
H 3.55 5.23 -2.21
H 0.70 -2.46 5.70
H 6.27 -1.74 -4.76
H 4.04 -1.52 -2.09
H -7.06 3.80 0.58
H 3.26 0.00 0.31
H 4.95 -6.88 0.96
H 3.62 3.60 -2.99
H -6.06 -4.83 -3.18
H -3.21 -5.42 -1.72
H -0.69 1.66 -3.72
H -4.45 0.74 0.68
H 0.44 -1.88 -0.83
H 7.73 -1.76 -3.72
H 6.25 -5.09 0.14
H -1.38 -1.00 -4.87
H 1.28 -3.07 -2.72
H -2.69 -0.64 5.08
H -6.19 2.01 2.14
H 3.66 -2.86 1.32
H -3.89 0.08 -2.04
H -5.06 0.92 -2.98
H -0.11 3.99 3.63
H -6.92 2.88 -2.31
H 3.70 -3.74 4.33
H -3.10 -1.23 -0.24
H -5.29 3.45 -1.62
H 5.23 -2.16 1.47
H 6.20 -1.99 -1.80
H 2.30 2.84 1.29
H -3.80 2.38 2.06
H -0.39 1.57 3.40
H -1.54 -0.64 2.98
H 4.73 1.68 0.21
H -8.08 0.15 0.85
H -7.25 -4.13 -5.38
H -4.79 -5.48 -1.14
H 2.25 3.94 -2.01
H 2.56 -0.78 1.60
H 7.10 -3.98 2.21
H 2.37 -0.53 4.99
H 0.39 0.92 -1.48
H 0.60 1.34 -4.92
H 4.20 -2.59 -3.35
H -8.43 1.50 1.90
H -1.21 0.16 5.25
H -1.13 -0.96 -3.10
H -2.00 -2.48 -0.64
H -4.84 0.24 5.02
H 6.95 3.43 1.53
H 5.98 5.34 3.83
H -10.28 2.12 -0.09
H 8.33 -6.25 -0.03
H 2.47 -4.86 -3.38
H -0.88 4.19 2.03
H -3.50 2.14 7.44
H -4.56 -4.96 -3.98
H 0.77 6.29 -4.25
H 8.43 -6.45 1.49
H 4.81 -3.52 0.31
H 7.33 4.29 4.04
H 6.49 -5.31 3.10
H 5.22 4.42 0.16
H 4.87 5.55 1.46
H 0.66 5.64 -2.87
H -6.31 -2.30 -4.02
H -0.62 2.51 -5.34
H -8.83 3.78 0.80
H -5.48 -0.53 -2.23
H 4.47 0.85 2.35
H -4.63 1.58 3.90
H 1.85 1.61 -0.79
H 1.62 -5.13 -4.92
H -3.25 0.43 7.18
H -3.77 -2.95 -5.07
H 6.00 2.25 -0.86
H 3.01 5.33 -4.58
H 3.16 1.50 3.22
H -5.19 1.83 5.60
H 7.09 0.24 -2.13
H 5.68 0.60 -3.12
H 3.91 -2.22 4.11
H 6.26 -7.61 0.11
H 2.19 3.06 -4.96
H 4.42 0.85 4.18
H -0.06 -2.54 4.16
H -8.16 4.15 -0.74
H -3.88 4.06 2.85
H 8.02 5.67 2.31
H -1.53 -4.64 -4.17
H -3.62 -4.32 -0.49
H 3.01 3.92 0.07
H 0.17 -0.80 -4.17
H 1.36 -0.42 3.56
H -1.96 1.68 7.27